Molecular formula: C40H48N5O9PbSi
Method: DFT, ωB97M-V/def2-TZVPD

Its spin multiplicity is 1. As for the energy above the lowest of the compared OMol25 structures with the same formula, charge and spin: 2.417 eV. As for the charge: +1. The LUMO energy (spin up / spin down) comes out at -6.3766 / -6.3759 eV. As for the total energy: -81262.539 eV. As for the gap between HOMO and LUMO (spin up / spin down): 0.1071 / 0.1072 hartree.

```
104
Properties=species:S:1:pos:R:3:forces:R:3
Pb -0.959562 0.357686 -0.292854 -0.1 1.6 -0.4
O -1.987685 2.632486 -6.331763 0.1 -0.1 0.3
C -1.766085 2.223045 -5.069675 -0.1 0.1 -0.4
C -0.664517 2.629237 -4.324235 0.1 0.0 0.2
C -0.525452 2.123338 -3.046311 0.0 0.0 0.0
N -1.400055 1.273451 -2.539469 -0.1 -0.5 0.2
C -2.490650 0.923285 -3.220822 0.2 0.1 0.1
C -2.718914 1.375442 -4.498687 0.0 0.0 0.0
C -3.493450 0.097303 -2.458113 -0.6 0.1 -0.5
O -4.643207 0.018028 -2.866742 1.1 -0.1 0.0
O -3.050773 -0.441495 -1.369185 1.2 -0.3 1.3
C 0.580074 2.565714 -2.104254 0.1 0.2 -0.2
O 1.460105 3.280499 -2.543799 -0.2 -0.1 0.3
O 0.428407 2.151012 -0.895009 0.0 -0.4 0.5
H -1.270392 3.204986 -6.631637 0.0 0.0 0.0
H 0.077122 3.324476 -4.697846 0.0 0.0 0.0
H -3.610899 1.090076 -5.037479 0.0 0.0 0.1
C -0.823818 -3.673227 2.436092 0.0 0.1 0.1
C -0.283822 -3.216616 3.624370 -0.1 0.0 0.0
C -0.065350 -1.861307 3.792957 0.0 0.0 0.1
C -0.423090 -0.984738 2.782496 -0.1 0.3 -0.3
N -1.020088 -1.422609 1.668298 0.1 0.1 -0.5
C -1.178105 -2.734445 1.486630 -0.1 0.1 -0.3
C -0.168449 0.487784 2.886478 -0.1 -0.3 -0.2
C 0.651240 1.032117 3.859791 0.0 0.1 0.1
C 0.826021 2.406279 3.885791 0.0 0.0 0.0
C 0.153624 3.205981 2.978942 0.0 0.0 0.1
C -0.651210 2.595211 2.031238 -0.2 0.0 -0.3
N -0.772166 1.269556 1.988508 0.3 -0.3 -0.4
C -1.482467 3.348907 1.040093 0.1 -0.2 0.1
C -1.591185 4.728853 1.050137 0.0 0.0 0.0
C -2.464552 5.337807 0.163495 0.0 0.0 -0.1
C -3.216211 4.553516 -0.694591 0.0 0.0 0.0
C -3.023994 3.183362 -0.664327 0.0 -0.3 0.0
N -2.166744 2.602331 0.172154 0.0 -0.3 -0.2
H -0.975323 -4.726979 2.247492 0.0 0.0 0.0
H -0.018550 -3.909861 4.410592 0.0 0.0 0.0
H 0.375758 -1.498358 4.709785 0.0 0.0 0.0
H -1.609829 -3.040476 0.538988 0.0 0.0 0.1
H 1.173258 0.404311 4.566426 0.0 0.0 0.0
H 1.482987 2.853639 4.619545 0.0 0.0 0.0
H 0.277182 4.278257 3.000169 0.0 0.0 0.0
H -1.007829 5.330674 1.731304 0.0 0.0 0.0
H -2.558736 6.415561 0.150538 0.0 0.0 0.0
H -3.926586 4.987279 -1.384818 0.0 0.0 0.0
H -3.567198 2.528959 -1.334487 -0.1 0.0 0.1
C 0.488059 -2.728797 -2.031285 0.2 -0.1 -0.1
C 1.804046 -2.068002 -2.435929 -0.1 0.1 0.0
C 2.586399 -2.983927 -3.360229 0.1 -0.1 -0.1
C 1.539265 -0.729997 -3.125650 0.1 -0.1 0.0
O 2.629509 -1.855248 -1.290619 -0.3 0.2 0.2
Si 2.333217 -1.155530 0.174296 1.1 -1.2 -0.3
O 1.004577 -0.252982 0.201501 -1.4 0.5 -0.2
O 2.208820 -2.341314 1.321217 -0.3 0.4 -0.3
C 3.099147 -3.448892 1.570805 0.2 -0.1 -0.1
C 2.801624 -4.553839 0.564512 -0.1 0.0 0.0
C 2.807563 -3.931638 2.982495 0.0 0.0 0.1
C 4.563495 -3.031271 1.474953 -0.1 0.2 0.0
O 3.687550 -0.337841 0.548853 -0.4 0.2 0.3
C 4.071746 1.032479 0.408014 0.1 0.3 0.0
C 3.954137 1.447623 -1.049444 -0.1 -0.2 0.0
C 5.517606 1.112887 0.868825 0.1 -0.1 0.0
C 3.185591 1.903299 1.300020 -0.2 -0.2 -0.1
H -0.141690 -2.906117 -2.905646 0.0 0.0 0.1
H -0.043947 -2.078751 -1.333300 -0.2 -0.1 0.0
H 0.681223 -3.681632 -1.532049 -0.1 0.1 0.0
H 2.065779 -3.109112 -4.311630 0.0 0.0 0.0
H 2.720570 -3.966457 -2.903516 0.0 0.0 0.0
H 3.571389 -2.557090 -3.550631 0.0 0.0 0.0
H 0.904616 -0.868065 -4.004356 0.0 0.0 0.0
H 2.481118 -0.276990 -3.437783 0.0 0.0 0.0
H 1.047336 -0.039168 -2.436988 0.1 0.0 0.0
H 1.769056 -4.898818 0.675120 0.0 0.0 0.0
H 3.469242 -5.402735 0.722526 0.0 0.0 0.0
H 2.938665 -4.180830 -0.450427 0.1 0.0 0.0
H 1.820521 -4.389311 3.040113 0.1 0.0 0.0
H 2.851273 -3.092954 3.682012 0.0 0.0 0.0
H 3.544671 -4.676435 3.285092 0.0 0.0 0.0
H 4.811418 -2.699627 0.466323 0.0 0.0 0.0
H 5.204042 -3.873598 1.740406 0.0 0.0 0.0
H 4.766901 -2.201439 2.153056 0.0 0.0 0.0
H 4.568701 0.789842 -1.668633 0.0 0.1 0.0
H 4.271029 2.480564 -1.190911 0.0 0.0 0.0
H 2.918217 1.366815 -1.379325 0.0 0.1 0.0
H 6.143323 0.461754 0.255569 0.0 0.0 0.0
H 5.601740 0.789471 1.908724 0.0 0.0 0.0
H 5.885213 2.136389 0.784818 0.0 0.0 0.0
H 2.157033 1.896775 0.924393 0.1 0.0 0.0
H 3.542859 2.934284 1.309644 0.0 0.0 0.0
H 3.194938 1.500189 2.317261 0.1 0.1 0.0
N -4.197259 -1.736432 0.821110 1.9 -2.7 0.3
C -4.957674 -0.664168 0.756771 -2.5 3.0 -0.1
C -5.857773 -0.492320 -0.351740 1.3 -0.6 1.5
C -6.668671 0.603770 -0.392514 -0.1 0.9 0.7
C -6.624963 1.547085 0.643207 0.3 0.1 0.4
C -5.745740 1.389557 1.743704 -1.4 0.9 -1.2
C -4.925148 0.311544 1.811442 0.6 -1.7 -1.3
H -4.068243 -2.274513 -0.026362 0.1 0.2 0.3
H -3.449837 -1.769932 1.503129 -0.4 0.0 -0.3
H -5.862607 -1.219659 -1.150664 0.0 0.0 0.1
H -7.335631 0.742993 -1.231231 -0.1 0.1 0.0
H -7.274258 2.411662 0.605592 0.0 0.0 0.0
H -5.728144 2.132466 2.529126 -0.1 0.1 0.0
H -4.240469 0.173648 2.640028 0.0 -0.1 0.1
```
Positions in Å, forces in eV/Å.

These are the Mulliken partial charges, in e, on atoms 1 to 2: number 1, Pb, carries 3.129; number 2, O, carries -0.525

Molecular formula: C40H49BBrN2O20P
Method: DFT, ωB97M-V/def2-TZVPD

Its spin multiplicity is 1. The LUMO energy comes out at -1.8471 eV. As for the total energy: -166214.281 eV. As for the SMILES: CCCCCCCCCCC[C@@]1(CN)OC(=O)[C@H](P(O)Br)[C@H]1B(N)O.O=C1C=C(O)C(=O)C=C1O.O=C1C=C(O)C(=O)C=C1O.O=C1C=C(O)C(=O)C=C1O.O=C1C=C(O)C(=O)C=C1O. As for the gap between HOMO and LUMO: 0.2637 hartree.

```
114
Properties=species:S:1:pos:R:3:forces:R:3
C 0.271355 -2.998900 0.433500 0.1 -0.2 0.0
C -0.896209 -3.957772 0.364105 -0.3 0.7 -0.1
C -2.227678 -3.258502 0.071308 0.7 -0.3 0.0
C -3.405285 -4.163267 0.383286 -0.6 0.3 0.0
C -4.444727 -3.546759 1.316288 0.5 0.2 -0.3
C -5.216454 -2.386011 0.674740 0.0 -0.1 0.3
C -6.525552 -2.092588 1.405530 0.2 0.3 -0.2
C -7.139714 -0.676431 1.351255 -0.1 -0.5 -0.6
C -7.352094 -0.039462 -0.048472 0.6 0.5 0.5
C -6.681008 1.337137 -0.375613 -0.3 -1.0 0.0
C -5.409754 1.318692 -1.221778 -0.5 0.7 0.6
C -4.359871 2.388812 -0.939683 1.8 -1.1 0.0
C -3.406556 2.282184 -2.161550 -0.2 0.6 -0.4
N -2.711401 3.530436 -2.453441 0.3 -0.6 0.1
O -4.898377 3.677688 -0.859271 -1.1 0.4 -0.6
C -4.158261 4.536005 -0.148031 0.3 0.9 0.1
O -4.379331 5.718896 -0.108036 0.2 -0.9 0.0
C -3.107715 3.760783 0.638740 -0.2 0.1 -0.7
P -1.332256 4.353580 0.670669 -0.4 1.1 0.9
O -0.577672 2.992571 0.302184 0.8 -0.6 -0.6
Br -1.025664 5.720928 -1.087929 0.1 -0.1 0.2
C -3.456440 2.281969 0.333728 -0.8 0.2 0.8
B -4.058267 1.782844 1.714370 -0.6 -0.7 -0.2
N -3.480034 0.650701 2.355138 0.3 1.0 0.4
O -5.138426 2.407874 2.329532 0.0 0.5 -0.5
H 0.329664 -2.532574 1.407370 0.0 0.2 0.3
H 0.202825 -2.213286 -0.306711 0.0 0.2 -0.3
H 1.192101 -3.539781 0.261279 0.4 0.0 0.0
H -0.990751 -4.463305 1.315779 0.1 -0.4 0.2
H -0.705358 -4.674229 -0.421264 0.0 -0.5 -0.1
H -2.258903 -2.338288 0.644310 -0.2 0.3 0.2
H -2.219235 -2.981909 -0.977703 -0.1 0.3 -0.2
H -3.912460 -4.409253 -0.539705 -0.2 -0.4 -0.3
H -3.028829 -5.080962 0.816647 0.0 -0.3 0.1
H -3.896811 -3.162273 2.170973 0.0 0.1 0.5
H -5.098616 -4.327077 1.687435 -0.4 -0.1 0.0
H -4.594486 -1.506541 0.722042 0.4 0.5 -0.1
H -5.381857 -2.615326 -0.371989 -0.2 0.0 -0.3
H -7.259029 -2.803345 1.046640 -0.3 -0.3 0.0
H -6.331779 -2.339510 2.442252 -0.2 0.0 0.5
H -8.127215 -0.799369 1.779733 -0.3 0.1 0.3
H -6.628482 0.003305 2.007030 0.5 0.4 0.3
H -8.409489 0.144063 -0.158709 -0.4 -0.1 -0.1
H -7.075732 -0.766026 -0.795005 0.1 -0.3 -0.5
H -7.425296 1.838509 -0.974006 -0.2 0.5 0.0
H -6.544614 1.924779 0.516451 0.0 0.2 0.4
H -5.712878 1.507077 -2.241807 -0.1 -0.1 -0.4
H -4.932033 0.354415 -1.247628 0.4 -0.5 0.3
H -2.725107 1.459501 -1.996808 0.2 -0.3 0.2
H -3.979978 2.005491 -3.034613 -0.3 -0.1 -0.2
H -2.811657 3.756070 -3.429479 -0.2 0.3 -0.1
H -1.717013 3.411451 -2.332993 0.1 0.2 0.0
H -3.355339 3.993710 1.668096 -0.1 0.2 0.3
H -0.729745 2.690389 -0.599581 0.0 -0.3 -0.1
H -2.615235 1.621872 0.194096 0.4 0.0 -0.5
H -2.470785 0.629212 2.302262 0.0 -0.6 -0.2
H -3.816780 0.520124 3.299685 0.1 -0.4 0.1
H -4.910699 2.801414 3.172241 -0.2 -0.2 0.3
O -3.726083 -0.417292 5.306170 0.1 0.2 -0.1
C -3.071392 -0.948437 6.187254 -0.2 -0.3 0.2
C -3.617768 -1.893176 7.138128 -0.1 0.1 -0.1
C -2.821787 -2.416970 8.081874 -0.2 0.0 -0.1
O -3.241125 -3.284737 8.984600 0.1 -0.1 0.1
C -1.363582 -2.050281 8.189525 0.2 0.2 -0.2
O -0.721077 -2.560422 9.085994 -0.1 -0.1 0.1
C -0.812957 -1.117851 7.221723 0.1 -0.1 0.1
C -1.608847 -0.598243 6.278795 0.2 0.0 0.1
O -1.183190 0.258110 5.361074 0.0 0.1 -0.1
H -4.664440 -2.148053 7.053006 0.0 0.0 0.0
H -2.467563 -3.495758 9.542570 0.0 0.0 0.0
H 0.236449 -0.871636 7.297443 0.0 0.0 0.0
H -1.959517 0.477966 4.814025 -0.1 0.0 0.0
O 2.276734 -0.408289 -0.130209 0.0 0.2 0.1
C 3.423948 -0.811709 -0.194343 0.0 -0.2 -0.2
C 3.849182 -1.898103 -1.055675 -0.1 0.0 0.0
C 5.134373 -2.275903 -1.052582 -0.3 0.2 -0.1
O 5.610280 -3.235071 -1.825646 0.1 -0.4 0.0
C 6.160809 -1.613719 -0.174952 0.0 0.3 0.1
O 7.300284 -2.031533 -0.232600 0.1 -0.2 -0.1
C 5.736725 -0.512596 0.665490 0.2 0.0 0.1
C 4.456489 -0.123491 0.661345 0.2 -0.1 0.0
O 4.006578 0.888234 1.387517 -0.3 0.2 0.1
H 3.105930 -2.366969 -1.685918 0.0 0.0 0.0
H 6.567629 -3.298902 -1.636178 0.1 0.1 0.0
H 6.490564 -0.023354 1.265827 0.0 0.0 0.0
H 3.049529 0.974188 1.205870 0.1 -0.1 0.0
O 10.042218 4.867822 -2.528040 0.2 -0.1 -0.1
C 9.171437 4.028083 -2.402926 -0.3 0.2 0.1
C 7.796855 4.326750 -2.046335 0.1 0.1 0.0
C 6.913902 3.326656 -1.918275 0.1 0.2 0.0
O 5.644831 3.516646 -1.596341 -0.1 -0.1 0.0
C 7.305633 1.887842 -2.132392 0.4 -0.2 -0.1
O 6.444889 1.039318 -1.982767 -0.3 0.0 0.0
C 8.672908 1.588606 -2.507336 -0.1 -0.1 0.0
C 9.555350 2.589420 -2.638345 -0.1 -0.2 0.0
O 10.818998 2.404448 -2.978244 0.1 0.1 0.0
H 7.528086 5.362096 -1.893331 0.0 0.0 0.0
H 5.232298 2.632908 -1.564170 0.0 0.0 0.0
H 8.937134 0.552700 -2.670334 0.0 0.0 0.0
H 11.229057 3.290959 -2.995550 0.0 0.1 0.0
O 3.485768 0.885403 -7.159494 0.1 0.2 -0.1
C 4.198074 0.195766 -6.454312 -0.2 -0.4 0.1
C 3.768948 -1.038232 -5.823612 -0.1 0.1 -0.1
C 4.624733 -1.718914 -5.047499 -0.2 0.0 0.0
O 4.304490 -2.841361 -4.425299 0.1 0.0 0.0
C 6.035250 -1.241891 -4.809873 0.2 0.3 -0.1
O 6.738651 -1.917089 -4.083457 0.1 -0.1 0.0
C 6.468667 -0.014686 -5.451973 0.1 -0.1 0.1
C 5.612078 0.664056 -6.227007 0.2 -0.1 0.1
O 5.927929 1.788049 -6.849781 -0.1 0.1 -0.1
H 2.755245 -1.368770 -5.999719 0.0 0.0 0.0
H 5.088267 -3.110239 -3.903553 0.0 0.0 0.1
H 7.484837 0.312782 -5.282841 0.0 0.0 0.0
H 5.126287 2.065138 -7.334212 -0.1 0.0 0.0
```
Positions in Å, forces in eV/Å.

These are the Mulliken partial charges, in e, on atoms 1 to 2: number 1, C, carries -1.304; number 2, C, carries -0.640

no.,maximum force (hartree/bohr)
1,0.076
2,0.040